Entry 1:
Density functional theory data (ωB97M-V/def2-TZVPD) for a structure of composition CH4Br2Si in a non-equilibrium geometry.

The geometry in ORCA input format:
```
! RIJCOSX wB97M-V def2-TZVPD def2/J DEFGRID3
* xyz 0 1
C 0.75 -0.49 0.00
Si -0.79 0.68 0.17
Br 1.53 -0.31 -1.75
Br 1.94 -0.65 1.37
H 0.00 -1.94 -0.07
H -0.39 1.99 -0.23
H -1.61 0.73 1.38
H -1.44 0.00 -0.88
*
```

Values from the calculation:
F_max in eV/A: 5.140
E in Eh: -5477.9047
Energy above the lowest of the compared OMol25 structures with the same formula, charge and spin in kcal/mol: 111.7


Entry 2:
Density functional theory data (ωB97M-V/def2-TZVPD) for a cluster of 2 separate species, C6H17NO in total in a non-equilibrium geometry.

The geometry in ORCA input format:
```
! RIJCOSX wB97M-V def2-TZVPD def2/J DEFGRID3
* xyz 0 1
C 1.48 -1.63 1.79
C 0.20 -0.80 2.03
N -0.18 -0.23 0.68
C -1.64 -0.28 0.52
C -2.23 0.33 -0.74
C 0.30 1.19 0.58
C 0.91 1.39 -0.79
H 1.99 -1.26 0.88
H 1.39 -2.71 1.70
H 2.20 -1.48 2.60
H -0.57 -1.51 2.32
H 0.38 -0.01 2.72
H -2.22 0.21 1.31
H -1.93 -1.31 0.68
H -2.34 1.44 -0.72
H -3.27 0.02 -0.83
H -1.73 0.15 -1.67
H 1.05 1.44 1.34
H -0.51 1.90 0.83
H 1.77 2.03 -1.00
H 0.18 1.67 -1.56
H 1.34 0.40 -0.97
O 0.89 -0.10 -3.46
H 1.57 -0.14 -2.76
H 0.50 0.75 -3.23
*
```

Values from the calculation:
F_max in eV/A: 2.896
SMILES string: CCN(CC)CC.O
E in Eh: -368.7431
Energy above the lowest of the compared OMol25 structures with the same formula, charge and spin in kcal/mol: 36.2


Entry 3:
Density functional theory data (ωB97M-V/def2-TZVPD) for a cluster of 2 separate species, C4H10O2 in total.

The geometry in ORCA input format:
```
! RIJCOSX wB97M-V def2-TZVPD def2/J DEFGRID3
* xyz 0 1
C 1.29 0.50 -1.54
C 0.64 -0.63 -0.77
O -0.55 -0.18 -0.15
C -1.18 -1.17 0.64
C -0.39 1.69 2.26
O -1.07 1.97 1.19
H 0.61 0.90 -2.30
H 2.19 0.15 -2.05
H 1.58 1.32 -0.86
H 1.32 -1.03 0.00
H 0.38 -1.46 -1.45
H -0.50 -1.53 1.43
H -1.48 -2.00 0.00
H 0.21 0.75 2.02
H -2.06 -0.73 1.12
H -0.94 1.33 0.44
*
```

Values from the calculation:
F_max in eV/A: 0.350
E in Eh: -308.7522
Energy above the lowest of the compared OMol25 structures with the same formula, charge and spin in kcal/mol: 91.6


Entry 4:
Density functional theory data (ωB97M-V/def2-TZVPD) for a structure of composition C43H31Cl2F13N2O9STa.

The geometry in ORCA input format:
```
! RIJCOSX wB97M-V def2-TZVPD def2/J DEFGRID3
* xyz -1 1
Ta -1.60 -1.02 -0.28
C -7.28 -1.15 4.18
C -5.92 -1.05 3.54
C -4.84 -0.49 4.20
C -3.61 -0.40 3.59
C -3.37 -0.85 2.28
N -2.11 -0.70 1.70
C -1.09 0.00 2.39
C -1.27 1.31 2.83
C -0.26 1.98 3.50
C 0.96 1.37 3.73
C 2.06 2.06 4.50
C 1.17 0.09 3.22
C 0.17 -0.59 2.53
C 0.39 -1.95 1.86
O -0.15 -1.96 0.58
C -0.27 -3.10 2.71
F 0.50 -4.19 2.79
F -1.43 -3.49 2.18
F -0.50 -2.70 3.97
C 1.89 -2.26 1.64
F 2.53 -2.48 2.81
F 2.49 -1.24 1.04
F 2.05 -3.34 0.88
C -4.45 -1.51 1.64
C -5.69 -1.58 2.28
C -4.30 -2.33 0.36
O -3.03 -2.27 -0.18
C -5.27 -1.95 -0.81
F -6.52 -1.67 -0.42
F -5.36 -2.95 -1.70
F -4.82 -0.89 -1.48
C -4.54 -3.84 0.70
F -4.00 -4.16 1.88
F -4.00 -4.65 -0.21
F -5.85 -4.13 0.78
H -7.36 -0.49 5.04
H -7.49 -2.17 4.53
H -8.07 -0.89 3.47
H -4.96 -0.11 5.21
H -2.79 0.02 4.15
H -2.23 1.79 2.64
H -0.43 3.00 3.84
H 1.83 3.12 4.63
H 3.01 1.98 3.99
H 2.17 1.62 5.49
H 2.14 -0.36 3.36
H -6.51 -2.08 1.79
C 1.42 3.01 -5.79
C 1.67 3.72 -4.46
C 3.16 3.94 -4.25
C 3.40 4.69 -2.95
C 2.79 3.92 -1.82
C 3.33 3.98 -0.55
C 2.81 3.21 0.48
F 3.38 3.30 1.69
C 1.77 2.34 0.28
C 1.21 2.27 -1.00
C 0.16 1.30 -1.25
O -0.14 0.50 -0.31
C -0.44 1.32 -2.52
C 0.09 2.14 -3.48
N 1.12 2.96 -3.31
C 1.70 3.07 -2.05
C -1.44 0.32 -3.00
O -2.05 0.48 -4.03
O -1.51 -0.77 -2.26
H 1.99 3.53 -6.56
H 0.38 3.02 -6.09
H 1.77 1.98 -5.73
H 1.17 4.70 -4.47
H 3.54 4.50 -5.10
H 3.66 2.97 -4.23
H 2.96 5.69 -3.02
H 4.46 4.83 -2.77
H 4.19 4.62 -0.35
H 1.40 1.71 1.07
H -0.34 2.08 -4.47
O -4.64 1.41 0.38
C -3.71 1.47 -0.38
O -2.73 0.62 -0.49
H -3.59 2.31 -1.09
Cl 0.18 -4.42 -4.55
C -0.31 -3.06 -3.53
Cl -0.56 -3.58 -1.85
H -1.25 -2.67 -3.90
H 0.48 -2.32 -3.52
O 7.60 -1.51 1.00
C 6.71 -2.41 0.47
O 6.88 -3.58 0.70
C 5.63 -1.85 -0.37
C 5.38 -0.49 -0.53
C 4.35 -0.05 -1.34
C 3.52 -0.94 -2.03
S 2.21 -0.36 -3.00
C 3.79 -2.31 -1.87
C 4.81 -2.75 -1.06
H 7.39 -0.63 0.69
H 5.95 0.26 0.00
H 4.16 1.02 -1.44
H 3.16 -3.03 -2.38
H 5.00 -3.81 -0.93
*
```

Values from the calculation:
F_max in eV/A: 0.648
E in Eh: -5118.2022
Energy above the lowest of the compared OMol25 structures with the same formula, charge and spin in kcal/mol: 9.9


Entry 5:
Density functional theory data (ωB97M-V/def2-TZVPD) for a cluster of 2 separate species, C14H18FN2O in total in a non-equilibrium geometry.

The geometry in ORCA input format:
```
! RIJCOSX wB97M-V def2-TZVPD def2/J DEFGRID3
* xyz 1 1
C -3.63 0.11 -3.67
C -2.39 -0.28 -4.29
C -0.96 0.02 -3.59
C -0.13 -1.35 -3.31
C -0.87 -2.30 -2.24
N -1.76 -1.57 -1.26
C -1.31 -0.18 -0.91
N -0.13 -0.14 0.04
C -0.64 -0.06 1.27
O -0.87 -0.35 2.47
C -1.06 0.79 -2.17
H -4.58 -0.53 -3.82
H -3.69 1.04 -3.00
H -2.48 -0.84 -5.30
H -0.35 0.69 -4.31
H -0.02 -1.92 -4.31
H 0.91 -1.07 -2.89
H -0.09 -2.97 -1.73
H -1.57 -3.00 -2.85
H -2.75 -1.53 -1.58
H -1.73 -2.12 -0.37
H -2.19 0.30 -0.31
H -1.82 1.67 -2.17
H -0.03 1.30 -2.00
F 4.90 -0.28 5.32
C 3.88 0.45 4.84
C 2.92 -0.16 4.04
C 1.86 0.60 3.55
C 1.78 1.96 3.85
C 2.75 2.56 4.65
C 3.80 1.80 5.15
H 3.00 -1.21 3.81
H 1.10 0.13 2.93
H 0.95 2.55 3.47
H 2.68 3.62 4.88
H 4.56 2.25 5.78
*
```

Values from the calculation:
F_max in eV/A: 8.693
E in Eh: -828.4754
Energy above the lowest of the compared OMol25 structures with the same formula, charge and spin in kcal/mol: 0.0


Entry 6:
Density functional theory data (ωB97M-V/def2-TZVPD) for a structure of composition C40H57F3LaN5O4PS in a non-equilibrium geometry.

The geometry in ORCA input format:
```
! RIJCOSX wB97M-V def2-TZVPD def2/J DEFGRID3
* xyz 1 1
La 0.63 -0.29 1.20
F -0.55 -5.78 5.71
C 0.20 -5.85 4.57
F -0.48 -6.73 3.71
F 1.39 -6.39 4.85
C 0.38 -4.48 3.95
C -0.36 -3.41 4.37
C -0.27 -2.24 3.63
N 0.63 -2.10 2.65
C 1.40 -3.16 2.22
C 1.18 -4.38 2.81
H -1.00 -3.40 5.21
H -0.95 -1.43 3.86
H 2.11 -2.98 1.42
H 1.76 -5.26 2.52
C 6.11 -0.78 -1.38
C 4.73 -0.12 -1.15
C 4.35 0.53 -2.48
C 4.86 0.80 0.00
C 5.95 1.71 0.05
C 6.06 2.69 1.07
C 5.16 2.75 2.07
C 4.10 1.79 2.13
C 3.28 1.57 3.40
C 3.78 0.28 3.99
C 3.38 2.75 4.46
C 3.85 0.83 1.09
N 2.84 0.02 1.04
H 6.03 -1.56 -2.15
H 6.51 -1.26 -0.44
H 6.91 -0.06 -1.75
H 4.06 -0.95 -0.95
H 5.07 0.40 -3.33
H 4.33 1.61 -2.29
H 3.31 0.31 -2.76
H 6.70 1.65 -0.77
H 7.01 3.25 1.11
H 5.14 3.58 2.73
H 2.28 1.38 3.02
H 4.87 0.30 4.04
H 3.48 -0.61 3.50
H 3.41 0.17 5.02
H 4.42 2.84 4.80
H 2.65 2.60 5.28
H 3.18 3.70 3.99
C -6.53 -4.30 -4.64
C -5.47 -3.70 -3.72
S -4.06 -3.16 -4.66
O -4.60 -2.14 -5.59
O -3.29 -4.23 -5.21
C -2.99 -2.48 -3.40
C -1.56 -2.82 -3.72
N -0.64 -2.24 -2.63
C -0.48 -2.69 -1.37
N 0.45 -1.97 -0.68
C 1.08 -1.23 -1.65
C 0.41 -1.30 -2.87
N 0.91 -0.81 -4.10
O 2.02 -0.22 -4.03
O 0.29 -1.09 -5.16
C -1.28 -3.72 -0.64
H -7.33 -4.80 -4.11
H -6.08 -5.02 -5.35
H -7.04 -3.58 -5.31
H -5.08 -4.46 -3.05
H -5.92 -2.83 -3.14
H -3.18 -2.91 -2.35
H -3.13 -1.40 -3.31
H -1.16 -2.46 -4.68
H -1.42 -3.92 -3.71
H 2.02 -0.74 -1.45
H -2.38 -3.62 -0.71
H -1.09 -3.82 0.44
H -1.09 -4.71 -1.07
C -1.99 4.66 1.71
C -1.08 3.49 1.61
C -1.28 2.72 2.99
C 0.41 3.96 1.48
P -1.40 2.11 0.31
C -3.27 2.02 0.24
C -3.82 0.79 0.74
C -5.20 0.83 1.06
C -6.07 1.75 0.44
C -5.51 2.86 -0.19
C -4.13 2.98 -0.35
C -0.84 2.57 -1.39
C -1.55 1.82 -2.53
C -1.08 4.09 -1.66
C 0.70 2.33 -1.60
H -1.57 5.23 2.56
H -3.01 4.40 1.97
H -1.94 5.40 0.91
H -1.51 3.50 3.72
H -0.40 2.14 3.25
H -2.13 1.97 2.98
H 0.79 4.16 2.50
H 0.59 4.85 0.88
H 1.06 3.19 1.05
H -3.30 -0.05 0.96
H -5.53 0.16 1.81
H -7.16 1.78 0.64
H -6.11 3.69 -0.57
H -3.63 3.82 -0.88
H -2.65 1.97 -2.62
H -1.41 0.72 -2.38
H -1.05 2.03 -3.48
H -1.89 4.51 -1.17
H -1.38 4.23 -2.69
H -0.19 4.71 -1.50
H 0.98 1.23 -1.54
H 1.24 2.87 -0.82
H 1.06 2.65 -2.57
*
```

Values from the calculation:
F_max in eV/A: 6.133
E in Eh: -3203.4179